Record 1
2 unconnected molecules or ions with the total composition C3H8N2O, computed with wB97M-V/def2-TZVPD.

Its LUMO energy is -0.26 eV. Its SMILES is C=CN.CN=O.

Geometry as ORCA input:
```
! wB97M-V def2-TZVPD RIJCOSX def2/J DEFGRID3
* xyz 0 1
O -0.808 0.522 2.066
N -1.570 0.191 1.124
N 0.282 -1.689 -0.207
C 1.957 -0.073 -0.885
C -1.732 1.285 0.140
C 1.380 -0.863 0.022
H -1.182 1.016 -0.765
H -0.174 -2.058 0.625
H -2.797 1.386 -0.082
H 2.811 0.540 -0.617
H 1.572 0.021 -1.894
H -1.348 2.225 0.542
H -0.209 -1.510 -1.079
H 1.818 -0.992 1.010
*
```

Charges in e, computed with Löwdin, in the same order as the atoms: -0.055, -0.083, 0.027, -0.046, -0.098, -0.327, 0.071, 0.083, 0.077, 0.038, 0.041, 0.079, 0.087, 0.105

***

Record 2
A molecular structure, C3H8N2O, computed with wB97M-V/def2-TZVPD.

Its LUMO energy is 0.95 eV.

Geometry as ORCA input:
```
! wB97M-V def2-TZVPD RIJCOSX def2/J DEFGRID3
* xyz 0 1
O 1.989 -0.439 0.685
N -1.181 0.823 0.535
N 1.325 1.391 -0.567
C 1.128 0.217 0.025
C -0.702 -1.365 -0.507
C -0.215 -0.261 0.428
H -1.036 -0.944 -1.464
H 2.246 1.793 -0.623
H -2.123 0.513 0.327
H 0.502 1.930 -0.796
H -1.540 -1.899 -0.056
H 0.086 -2.091 -0.705
H 0.705 -0.892 1.255
H -1.186 1.224 1.465
*
```

Charges in e, computed with Löwdin, in the same order as the atoms: -0.029, 0.043, 0.192, -0.526, -0.081, -0.414, 0.077, 0.118, 0.069, 0.102, 0.072, 0.079, 0.219, 0.079

***

Record 3
C3H8N2O in the gas phase, computed with wB97M-V/def2-TZVPD.

Its LUMO energy is 0.79 eV. Its SMILES is NCCC(N)=O.

Geometry as ORCA input:
```
! wB97M-V def2-TZVPD RIJCOSX def2/J DEFGRID3
* xyz 0 1
O -0.813 0.019 -1.639
N 1.304 1.347 0.569
N -1.703 -0.068 0.456
C -0.727 -0.314 -0.481
C 0.473 -1.041 0.084
C 1.471 -0.121 0.835
H 1.433 1.463 -0.434
H 0.348 1.590 0.805
H -1.798 -0.737 1.206
H 0.131 -1.799 0.796
H 2.487 -0.317 0.504
H 1.333 -0.221 1.903
H 0.983 -1.602 -0.696
H -2.526 0.449 0.172
*
```

Charges in e, computed with Löwdin, in the same order as the atoms: 0.065, -0.010, 0.151, -0.581, -0.122, -0.239, 0.066, 0.047, 0.099, 0.104, 0.102, 0.097, 0.112, 0.110

***

Record 4
2 unconnected molecules or ions with the total composition C3H8N2O, computed with wB97M-V/def2-TZVPD.

Its LUMO energy is 0.97 eV. Its SMILES is [H]/N=N/CO.C=C.

Geometry as ORCA input:
```
! wB97M-V def2-TZVPD RIJCOSX def2/J DEFGRID3
* xyz 0 1
O -1.296 -0.447 -1.068
N -1.216 1.310 0.881
N -0.831 1.760 -0.216
C -0.906 0.858 -1.323
C 1.422 -0.571 0.997
C 1.137 -1.736 0.444
H 2.104 0.130 0.539
H 0.072 0.930 -1.835
H 1.577 -2.054 -0.488
H -0.731 -0.815 -0.370
H -1.135 2.048 1.595
H 0.467 -2.440 0.915
H 0.987 -0.263 1.926
H -1.652 1.289 -1.998
*
```

Charges in e, computed with Löwdin, in the same order as the atoms: -0.064, 0.072, -0.057, -0.341, -0.082, -0.086, 0.057, 0.122, 0.060, 0.028, 0.062, 0.061, 0.045, 0.125

***

Record 5
2 unconnected molecules or ions with the total composition C3H8N2O, computed with wB97M-V/def2-TZVPD.

Its LUMO energy is 0.85 eV. Its SMILES is C=NC.NC=O.

Geometry as ORCA input:
```
! wB97M-V def2-TZVPD RIJCOSX def2/J DEFGRID3
* xyz 0 1
O -2.348 -3.716 4.742
N 1.948 2.153 -3.271
N -2.428 -2.147 3.110
C 1.521 3.068 -2.221
C -2.676 -3.415 3.620
C 2.223 0.953 -3.012
H -1.755 -1.715 3.730
H 1.967 0.474 -2.064
H 1.083 3.928 -2.710
H -2.286 -2.006 2.116
H 0.936 2.749 -1.358
H -3.280 -4.074 2.976
H 2.603 0.334 -3.817
H 2.491 3.413 -1.839
*
```

Charges in e, computed with Löwdin, in the same order as the atoms: 0.014, -0.098, 0.092, -0.153, -0.411, -0.092, 0.094, 0.070, 0.062, 0.088, 0.071, 0.122, 0.060, 0.080

***

Record 6
2 unconnected molecules or ions with the total composition C3H8N2O, computed with wB97M-V/def2-TZVPD.

Its LUMO energy (alpha / beta) is -0.23 / -0.54 eV.

Geometry as ORCA input:
```
! wB97M-V def2-TZVPD RIJCOSX def2/J DEFGRID3
* xyz 0 1
O -0.490 0.273 -3.626
N -0.341 -1.591 1.095
N -0.868 0.338 -2.415
C 0.850 0.175 -1.111
C -0.593 -0.263 0.720
C 0.566 0.672 0.225
H -1.335 -0.132 -0.034
H 0.329 -1.787 1.866
H -0.890 0.217 1.736
H 0.136 1.715 0.179
H -1.279 1.247 -2.079
H 1.451 0.490 0.812
H -0.342 -2.267 0.360
H 1.517 -0.656 -1.130
*
```

Charges in e, computed with Löwdin, in the same order as the atoms: -0.143, -0.010, -0.074, 0.111, -0.333, -0.281, 0.077, 0.101, 0.136, 0.119, 0.086, 0.101, 0.066, 0.043

***

Record 7
2 unconnected molecules or ions with the total composition C3H8N2O, computed with wB97M-V/def2-TZVPD.

Its LUMO energy is 0.84 eV. Its SMILES is [H]/N=C/N.C=CO.

Geometry as ORCA input:
```
! wB97M-V def2-TZVPD RIJCOSX def2/J DEFGRID3
* xyz 0 1
O -0.979 1.264 -2.030
N 2.262 0.436 1.260
N 0.270 -0.657 1.594
C 1.245 0.011 2.060
C -1.409 0.096 -1.419
C -1.568 -0.997 -2.142
H -1.553 0.157 -0.346
H -1.452 -1.031 -3.219
H -1.856 -1.914 -1.636
H -1.222 2.016 -1.471
H 2.255 0.216 0.278
H -0.411 -0.857 2.324
H 1.389 0.299 3.103
H 3.028 0.961 1.644
*
```

Charges in e, computed with Löwdin, in the same order as the atoms: -0.038, 0.069, 0.050, -0.400, -0.287, -0.004, 0.086, 0.058, 0.051, 0.091, 0.095, 0.034, 0.113, 0.083

***

Record 8
A gas-phase ion, C3H8N2O (charge +1), computed with wB97M-V/def2-TZVPD.

Its LUMO energy (alpha / beta) is -4.60 / -9.44 eV. Its expectation value of S² is 0.76.

Geometry as ORCA input:
```
! wB97M-V def2-TZVPD RIJCOSX def2/J DEFGRID3
* xyz 1 2
O 0.031 -2.292 -0.291
N 0.911 0.601 0.858
N -1.430 -1.169 0.895
C -0.404 -1.202 -0.030
C -0.078 1.204 -1.065
C 0.486 0.006 -0.392
H 1.200 -0.026 1.565
H 1.851 1.067 0.553
H -0.793 1.844 -0.485
H -0.622 0.772 -1.979
H 1.293 -0.396 -1.060
H -1.622 -0.284 1.312
H -1.588 -2.022 1.460
H 0.766 1.897 -1.342
*
```

Charges in e, computed with Löwdin, in the same order as the atoms: 0.360, 0.068, 0.261, -0.322, -0.057, -0.379, 0.081, 0.166, 0.110, 0.122, 0.172, 0.128, 0.168, 0.121

***

Record 9
2 unconnected molecules or ions with the total composition C3H8N2O, computed with wB97M-V/def2-TZVPD.

Its LUMO energy (alpha / beta) is -4.45 / -7.57 eV. Its expectation value of S² is 0.76.

Geometry as ORCA input:
```
! wB97M-V def2-TZVPD RIJCOSX def2/J DEFGRID3
* xyz 1 2
O -2.285 0.056 0.118
N -1.061 1.957 -0.323
N 0.307 -0.765 0.903
C -2.202 1.207 -0.268
C 1.384 -1.480 0.616
C 2.237 -1.113 -0.434
H 3.275 -1.404 -0.400
H -0.171 1.497 -0.386
H 1.559 -2.300 1.299
H -0.299 -0.451 0.124
H -1.159 2.756 -0.937
H -3.063 1.733 -0.682
H 1.806 -0.522 -1.223
H -0.328 -1.170 1.594
*
```

Charges in e, computed with Löwdin, in the same order as the atoms: 0.004, 0.128, 0.200, -0.362, -0.096, 0.214, 0.100, 0.072, 0.147, 0.101, 0.110, 0.138, 0.093, 0.151

***

Record 10
3 unconnected molecules or ions with the total composition C3H8N2O2, computed with wB97M-V/def2-TZVPD.

Its LUMO energy (alpha / beta) is 4.12 / 4.03 eV. Its expectation value of S² is 0.76.

Geometry as ORCA input:
```
! wB97M-V def2-TZVPD RIJCOSX def2/J DEFGRID3
* xyz -1 2
O 0.307 1.176 -2.270
O -2.429 0.834 -1.063
N 0.632 -1.506 1.411
N -0.233 0.439 0.926
C 1.085 0.480 0.689
C 1.632 -0.746 0.816
C -0.495 -0.785 1.436
H 1.599 1.384 0.558
H 0.608 -2.516 1.346
H -2.043 0.564 -0.178
H -0.416 0.658 -1.842
H -1.460 -1.276 1.452
H -2.026 1.650 -1.397
H 2.632 -0.926 1.099
H 0.608 0.571 -2.986
*
```

Charges in e, computed with Löwdin, in the same order as the atoms: -0.142, -0.142, -0.068, -0.051, -0.280, -0.237, -0.379, 0.069, 0.094, 0.021, 0.007, 0.027, 0.019, 0.027, 0.035

***

Record 11
C3H8N2O2 in the gas phase, computed with wB97M-V/def2-TZVPD.

Its LUMO energy is 0.77 eV. Its SMILES is CCNC(=O)NO.

Geometry as ORCA input:
```
! wB97M-V def2-TZVPD RIJCOSX def2/J DEFGRID3
* xyz 0 1
O 2.238 -1.582 -0.099
O 1.459 1.755 -0.272
N 2.005 0.580 0.423
N 0.183 -0.596 -0.374
C -2.107 -0.065 -0.138
C 1.531 -0.629 0.025
C -0.751 0.054 0.595
H -0.681 -0.623 1.482
H -0.131 -1.539 -0.479
H 2.984 0.490 0.397
H 1.317 1.449 -1.224
H -2.185 0.634 -1.049
H -2.305 -1.130 -0.592
H -0.497 1.139 0.760
H -3.061 0.064 0.543
*
```

Charges in e, computed with Löwdin, in the same order as the atoms: 0.100, -0.055, 0.047, 0.024, -0.132, -0.613, -0.244, 0.125, 0.111, 0.120, 0.131, 0.087, 0.089, 0.118, 0.095

***

Record 12
C3H8N2O2 in the gas phase, computed with wB97M-V/def2-TZVPD.

Its LUMO energy (alpha / beta) is 0.09 / 0.25 eV.

Geometry as ORCA input:
```
! wB97M-V def2-TZVPD RIJCOSX def2/J DEFGRID3
* xyz 0 1
O -1.182 -1.465 0.495
O 1.077 0.189 -0.532
N 0.092 1.800 1.048
N -1.156 -0.161 1.001
C -0.289 0.669 0.314
C 1.502 -1.153 -0.605
C -1.129 0.811 -0.825
H 2.417 -1.193 -1.203
H -1.353 -0.030 -1.462
H 0.761 -1.792 -1.099
H 0.700 2.400 0.508
H -1.835 -1.903 1.055
H -1.483 1.788 -1.124
H 1.705 -1.555 0.394
H 0.174 1.595 2.034
*
```

Charges in e, computed with Löwdin, in the same order as the atoms: -0.056, -0.196, 0.130, 0.092, -0.657, -0.174, 0.169, 0.078, 0.086, 0.066, 0.102, 0.107, 0.083, 0.076, 0.095

***

Here are the calculated ΔE to the lowest compared entry with this formula, charge and spin numbers, same order: 98.2; 60.0; 14.4; 81.3; 46.0; 192.3; 46.2; 34.6; 3.1; 48.2; 68.5; 158.5 (kcal/mol).
Here are the calculated calculated total energy numbers, same order: -8265.0675; -8266.7221; -8268.7025; -8265.8016; -8267.3313; -8260.9869; -8267.3232; -8258.4197; -8259.7882; -10313.7803; -10313.9827; -10310.0805 (eV).